1.
{"formula": "C9H18N2OP", "method": "the ωB97M-V functional and the def2-TZVPD basis", "gap_ev": 9.770, "de_lowest_kcal_mol": 0.0, "e_lumo_ha": -0.117, "charge": 1, "homo_energy_ev": -12.96, "fmax_ev_per_a": 4.12, "energy_ev": -23933.707, "symbols": ["C", "C", "C", "C", "C", "C", "C", "C", "C", "N", "N", "O", "P", "H", "H", "H", "H", "H", "H", "H", "H", "H", "H", "H", "H", "H", "H", "H", "H", "H", "H"], "positions_angstrom": [[-2.65263, -2.20926, 1.51952], [-2.46338, -2.42527, 0.18801], [-1.72679, -1.19622, 1.98283], [-1.38159, -1.54393, -0.16871], [-0.64722, 3.15770, -1.50460], [1.16999, -0.58203, -2.17269], [1.49106, 0.17513, 2.03507], [-0.30594, 2.26934, -0.43773], [1.65736, -1.02791, -0.79948], [-0.92571, -0.90308, 0.86597], [0.68591, 1.52769, -0.72573], [2.99589, 0.97756, 0.22849], [1.53089, 0.44249, 0.25367], [-3.56596, -2.34917, 2.13018], [-3.15598, -2.94343, -0.43051], [-2.28768, -0.32017, 2.27888], [-0.97347, -1.22036, -1.12247], [-1.66981, 3.56197, -1.36864], [0.05527, 4.05702, -1.46774], [-0.42439, 2.75779, -2.49484], [1.67047, 0.21107, -2.69675], [1.24359, -1.54276, -2.81036], [0.13320, -0.36643, -2.19992], [2.35814, 0.68681, 2.46259], [1.58712, -0.90231, 2.30246], [0.47952, 0.37022, 2.47060], [-1.04445, -1.41716, 2.88597], [-0.75767, 2.47704, 0.44833], [2.67296, -1.39726, -0.74962], [0.84924, -1.74241, -0.33666], [3.40208, 1.41734, -0.56613]], "atomic_forces_ev_per_a": [[-2.1079, -0.2771, -0.0669], [-0.7514, 0.4881, 1.4802], [1.8240, -0.6321, 1.7567], [0.2797, 0.9222, 0.8871], [-0.7681, 2.9300, -1.2936], [0.7602, -3.5921, -1.8791], [-1.2690, -0.7769, 0.8148], [2.6924, -0.1624, -2.6643], [-2.9124, 0.1124, 1.4034], [1.0804, 1.1888, -1.8508], [0.2354, -1.1920, 2.4278], [2.2349, 1.8530, -0.9827], [-0.0919, -0.9588, -0.5941], [0.7359, -0.8446, -0.6147], [-0.0378, -0.4413, -0.5308], [-0.2531, 0.4846, 0.0832], [-0.3696, -0.9175, -0.0459], [0.4934, -0.1948, -0.5305], [-0.8583, -0.8860, 0.3158], [-0.4435, -0.1881, 0.1189], [0.5348, 0.2302, 0.1150], [0.0624, 1.5323, 0.5669], [-0.8413, 0.4732, 0.1492], [-0.5369, 0.2224, 0.0991], [0.2086, 0.4914, -0.7595], [1.1246, 0.5720, -0.2680], [-1.1890, -0.0321, -1.1200], [-1.2544, -0.3553, 3.0554], [0.0529, -0.1940, 0.0139], [2.2062, 0.8699, -1.0790], [-0.8413, -0.7256, 0.9922]], "mulliken_charge": [-0.435, -0.816, -0.607, 0.000, -1.295, -1.131, -1.153, 0.234, -0.503, 0.044, -0.367, -0.618, 1.092, 0.347, 0.400, 0.335, 0.223, 0.387, 0.283, 0.319, 0.378, 0.290, 0.331, 0.419, 0.377, 0.337, 0.352, 0.561, 0.484, 0.340, 0.390]}

---

2.
{"formula": "C28H17BrClN6O9W", "method": "the ωB97M-V functional and the def2-TZVPD basis", "gap_ev": [4.424, 4.718], "de_lowest_kcal_mol": 27.5, "e_lumo_ha": [-0.462, -0.454], "charge": 3, "homo_energy_ev": [-17.00, -17.07], "fmax_ev_per_a": 1.61, "energy_ev": -141037.968, "symbols": ["W", "Cl", "C", "C", "C", "C", "O", "C", "C", "N", "C", "C", "C", "C", "C", "C", "C", "C", "N", "C", "C", "H", "H", "H", "H", "H", "H", "H", "H", "H", "H", "O", "C", "C", "C", "N", "C", "Br", "C", "H", "H", "H", "H", "O", "N", "O", "C", "O", "C", "C", "C", "C", "C", "C", "N", "O", "O", "N", "O", "O", "H", "H", "H"], "positions_angstrom": [[-0.11267, 0.08247, 0.17142], [-0.76287, 3.77109, 6.51782], [-0.75846, 2.73083, 5.18243], [-0.87130, 1.32470, 5.40556], [-0.87022, 0.44123, 4.36463], [-0.74893, 0.93457, 3.05253], [-0.70414, 0.11436, 2.05016], [-0.66062, 2.34495, 2.81206], [-0.61721, 2.84491, 1.49997], [-0.65781, 2.15174, 0.37519], [-0.66610, 2.91088, -0.84919], [-0.89998, 4.26357, -0.96563], [-0.92084, 4.87390, -2.23200], [-0.75111, 4.13424, -3.37059], [-0.56248, 2.73590, -3.28410], [-0.46298, 1.88997, -4.41024], [-0.35062, 0.53571, -4.23027], [-0.28961, 0.02181, -2.93541], [-0.34067, 0.79445, -1.85189], [-0.50834, 2.14055, -2.01220], [-0.65397, 3.23061, 3.90291], [-0.94913, 0.96945, 6.42558], [-0.94090, -0.62650, 4.52165], [-0.54791, 3.92291, 1.41702], [-1.09687, 4.89065, -0.10760], [-1.09056, 5.93973, -2.29486], [-0.78243, 4.60483, -4.34488], [-0.49049, 2.31700, -5.40542], [-0.29296, -0.14482, -5.06756], [-0.17329, -1.04068, -2.77631], [-0.57945, 4.29975, 3.74832], [-6.32125, -1.04805, -0.56560], [-5.06565, -0.70198, -0.42358], [-4.60217, 0.61647, -0.28146], [-3.26132, 0.84499, -0.13590], [-2.33012, -0.13961, -0.12364], [-2.80724, -1.38859, -0.26502], [-1.45824, -2.69067, -0.24014], [-4.11619, -1.73527, -0.41414], [-6.94158, -0.30395, -0.56757], [-5.28716, 1.45392, -0.28289], [-2.90695, 1.85678, -0.02677], [-4.42464, -2.76597, -0.52124], [2.06301, 1.88998, 1.23653], [1.54480, 1.03451, 0.68905], [1.00928, -1.49336, 1.12099], [1.63466, -1.77283, 0.04632], [1.20244, -1.06123, -0.95373], [2.67942, -2.75102, -0.07235], [3.32081, -2.92937, -1.30303], [4.31488, -3.87442, -1.38437], [4.69713, -4.64859, -0.30127], [4.03569, -4.44553, 0.89918], [3.03577, -3.51451, 1.04553], [4.41953, -5.26158, 2.08282], [5.29940, -6.06630, 1.91957], [3.76614, -5.08224, 3.08710], [4.99874, -4.06563, -2.69105], [4.61713, -3.35955, -3.59990], [5.89579, -4.86650, -2.71910], [3.06438, -2.35291, -2.18040], [5.48536, -5.38604, -0.38883], [2.55303, -3.39570, 2.00578]], "atomic_forces_ev_per_a": [[0.7153, 0.9111, 0.3103], [-0.0020, -0.0134, 0.0327], [0.0420, 0.3016, -0.3937], [0.0049, -0.0970, -0.0882], [-0.0345, -0.0332, 0.0027], [0.0146, -0.2315, -0.0138], [-0.1083, 0.0422, 0.0259], [0.1355, 0.1041, -0.4949], [-0.1847, 0.0715, 0.7497], [0.6173, -0.6031, -0.6002], [-0.0175, -0.0534, 0.0447], [0.0337, 0.0114, 0.0128], [-0.0111, 0.0076, 0.0154], [0.0025, 0.0064, -0.0141], [-0.0037, -0.0484, 0.0168], [0.0049, 0.0312, 0.0067], [0.0027, -0.0216, 0.0034], [-0.0004, -0.0427, -0.0183], [0.0272, 0.0391, 0.0191], [-0.0576, 0.0120, -0.0243], [-0.0280, 0.0587, 0.6193], [0.0018, 0.0008, 0.0022], [0.0000, 0.0085, 0.0030], [-0.0628, -0.0085, 0.0129], [0.0187, 0.0265, -0.0182], [-0.0022, -0.0006, 0.0043], [0.0006, 0.0005, -0.0007], [-0.0041, 0.0015, -0.0007], [0.0019, -0.0020, 0.0008], [0.0036, 0.0019, -0.0023], [-0.0034, -0.0215, -0.0225], [-0.0063, -0.0202, -0.0058], [0.0565, 0.0305, 0.0104], [-0.0226, -0.0062, -0.0069], [0.0230, 0.0471, 0.0047], [0.0931, -0.2715, 0.0823], [-0.0258, -0.0515, -0.0196], [0.0001, -0.0118, -0.0219], [-0.0249, -0.0371, -0.0102], [0.0030, 0.0123, 0.0041], [0.0016, 0.0002, 0.0006], [0.0092, -0.0009, 0.0075], [-0.0033, 0.0020, 0.0005], [0.2255, -0.8050, -0.3660], [-1.3692, 0.8312, 0.1897], [-0.0484, -0.0305, -0.0020], [-0.0335, -0.1254, -0.0137], [0.0562, 0.0037, -0.0300], [-0.0358, -0.0300, -0.0246], [-0.0175, -0.0194, -0.0290], [-0.0668, -0.0701, -0.0350], [0.0140, -0.0037, 0.0034], [0.1001, 0.0863, 0.0529], [0.0054, 0.0105, 0.0293], [-0.3156, -0.3247, -0.1374], [0.0991, 0.1231, 0.0432], [0.1183, 0.1249, 0.0347], [0.2293, 0.2557, 0.0996], [-0.0797, -0.0956, -0.0241], [-0.0959, -0.0835, -0.0309], [0.0019, 0.0023, -0.0012], [0.0012, -0.0024, 0.0010], [0.0010, -0.0001, 0.0034]], "mulliken_charge": [1.419, -0.082, 0.121, -0.482, -0.944, 0.528, -0.452, 0.989, -0.006, 0.803, 0.686, -0.626, -1.173, -0.755, 0.569, -0.565, -1.063, 0.085, 0.390, 0.099, -1.395, 0.479, 0.558, 0.275, 0.456, 0.455, 0.495, 0.533, 0.468, 0.514, 0.543, -0.462, 0.782, -0.683, -0.455, 0.087, 0.283, 0.156, -0.514, 0.346, 0.404, 0.428, 0.542, -0.196, 0.071, -0.711, 0.643, -0.699, 0.329, -0.483, -0.418, -0.275, -0.406, -0.606, 1.067, -0.561, -0.598, 1.066, -0.605, -0.556, 0.715, 0.654, 0.733]}

---

3.
{"formula": "C26H17GeMnN2S3", "method": "the ωB97M-V functional and the def2-TZVPD basis", "gap_ev": [5.537, 6.878], "e_lumo_ha": [0.173, 0.173], "charge": -2, "homo_energy_ev": [-0.83, -2.16], "s2": 6.252, "fmax_ev_per_a": 2.37, "energy_ev": -150562.699, "spin_multiplicity": 5, "symbols": ["Mn", "S", "C", "C", "C", "C", "N", "C", "C", "C", "S", "C", "N", "H", "H", "C", "C", "C", "C", "C", "C", "Ge", "C", "C", "C", "C", "C", "C", "C", "C", "C", "C", "C", "C", "H", "H", "H", "H", "H", "H", "H", "H", "H", "H", "H", "H", "H", "H", "H", "S"], "positions_angstrom": [[0.15593, -0.25044, 0.22994], [2.35026, -0.35358, 0.84904], [2.06319, -0.83875, 2.49109], [3.06349, -0.64639, 3.42924], [2.88558, -0.96247, 4.77540], [3.89621, -0.68969, 5.69682], [4.74468, -0.45425, 6.44547], [1.65663, -1.54574, 5.19297], [0.66418, -1.76637, 4.23956], [0.83271, -1.41388, 2.91245], [-0.48257, -1.71053, 1.81937], [1.43417, -1.90994, 6.52084], [1.22303, -2.23764, 7.60922], [4.00021, -0.21657, 3.10404], [-0.27473, -2.21204, 4.53658], [-0.03727, 5.94037, -1.08715], [-0.80719, 4.93039, -1.64219], [-0.98487, 3.74248, -0.95736], [-0.44046, 3.54870, 0.30870], [0.28810, 4.58909, 0.86897], [0.50253, 5.76812, 0.17560], [-0.61685, 1.73146, 1.14833], [0.24662, 2.04916, 2.93742], [1.60636, 2.34335, 2.98194], [2.27483, 2.49544, 4.18353], [1.60068, 2.29571, 5.37683], [0.25050, 1.99020, 5.35272], [-0.41962, 1.88803, 4.14521], [-2.55386, 1.75797, 1.68559], [-3.42375, 2.78435, 1.34417], [-4.77076, 2.71292, 1.65456], [-5.27305, 1.61786, 2.33721], [-4.41518, 0.59649, 2.70971], [-3.07734, 0.66404, 2.36888], [0.13777, 6.85661, -1.63914], [-1.24880, 5.06181, -2.62314], [-1.54102, 2.92668, -1.40450], [0.70244, 4.46529, 1.86101], [1.10804, 6.55244, 0.61462], [2.14798, 2.43768, 2.04556], [3.32952, 2.74645, 4.19108], [2.12868, 2.37643, 6.31885], [-0.27873, 1.82244, 6.28386], [-1.48040, 1.67077, 4.13820], [-3.03076, 3.64596, 0.81979], [-5.43760, 3.51337, 1.35612], [-6.32776, 1.55710, 2.57886], [-4.79137, -0.26316, 3.25167], [-2.41970, -0.15844, 2.62537], [-0.50378, -0.18911, -1.71299]], "atomic_forces_ev_per_a": [[0.3245, -0.6273, -0.8236], [1.1446, -0.0272, 0.3116], [-0.0869, -0.1417, -0.2204], [0.1168, -0.1037, 0.6516], [-1.4443, -0.5625, -0.8535], [1.3094, 0.3429, 1.1283], [-0.2490, -0.0666, -0.2141], [0.6272, 0.5552, -1.5904], [0.3104, 0.0158, 0.5657], [0.0349, -0.0995, -0.1998], [-0.4045, -0.9214, 0.9021], [-0.3083, -0.4689, 1.6941], [0.0893, 0.1309, -0.3431], [0.0345, 0.0650, 0.0333], [-0.0171, -0.0046, 0.0743], [-0.0451, 0.1743, -0.0688], [-0.0629, 0.0537, -0.1980], [-0.1057, -0.1916, -0.0027], [0.1526, -0.5940, -0.0292], [0.0076, -0.1009, 0.2179], [0.1114, 0.2476, -0.0125], [-0.9693, 1.9163, 0.9967], [-0.0530, -0.1875, -0.4417], [0.0619, 0.1406, -0.2018], [0.1612, 0.0688, 0.0015], [0.0626, 0.1075, 0.1576], [-0.0082, 0.0058, 0.2676], [-0.1860, -0.0235, -0.0892], [0.4306, -0.2255, -0.2927], [0.1902, 0.1061, -0.0650], [-0.2517, 0.1463, -0.0084], [-0.1931, 0.0167, 0.0836], [-0.1358, -0.0797, 0.0521], [0.1334, -0.1792, 0.0953], [0.0009, 0.0358, 0.0076], [0.0141, -0.0136, -0.0416], [0.0078, -0.0330, -0.1583], [0.0724, 0.0600, 0.0272], [0.0005, 0.0407, 0.0441], [0.0760, -0.0003, 0.0667], [0.0337, -0.0563, 0.0065], [0.0122, -0.0263, 0.0432], [-0.0277, 0.0041, 0.0141], [-0.0235, -0.0490, 0.0711], [-0.0918, 0.0879, -0.0538], [-0.0256, 0.0543, -0.0001], [-0.0390, 0.0314, 0.0016], [-0.0228, -0.0346, -0.0030], [-0.0362, -0.0194, 0.0139], [-0.7328, 0.4299, -1.6177]], "mulliken_spin": [4.094, 0.061, 0.003, 0.007, 0.010, -0.002, 0.003, 0.010, 0.011, 0.007, 0.061, -0.002, 0.003, -0.001, -0.004, -0.003, -0.003, 0.001, -0.001, -0.004, 0.002, -0.224, -0.007, 0.006, -0.003, -0.005, 0.003, -0.011, -0.011, -0.001, 0.002, -0.003, 0.001, 0.009, 0.000, 0.000, 0.017, 0.001, 0.000, 0.007, -0.001, 0.000, 0.000, -0.001, -0.001, 0.000, 0.000, 0.000, -0.006, -0.024]}

---

4.
{"formula": "C5H5N", "method": "the ωB97M-V functional and the def2-TZVPD basis", "gap_ev": [8.285, 8.677], "de_lowest_kcal_mol": 186.7, "e_lumo_ha": [-0.008, -0.018], "charge": 0, "homo_energy_ev": [-8.51, -9.16], "fmax_ev_per_a": 4.58, "energy_ev": -6747.810, "symbols": ["C", "C", "C", "C", "C", "N", "H", "H", "H", "H", "H"], "positions_angstrom": [[0.80204, 1.06913, -0.13011], [-0.21201, -1.21300, -0.48571], [0.41231, 0.92928, 1.16981], [-0.60981, -1.17114, 0.75625], [-0.24299, 0.22838, -0.51462], [-0.79930, 0.18346, 0.84853], [1.74944, 1.46111, -0.54286], [0.25220, -1.98255, -1.08186], [0.91141, 1.35483, 2.03380], [-0.72780, -1.67536, 1.70172], [-1.84596, 1.17260, -1.40438]], "atomic_forces_ev_per_a": [[2.6496, 1.5432, 1.6206], [1.0185, -2.1448, -2.3481], [0.7931, 1.3563, -1.4861], [-0.7130, -1.6170, 3.1356], [-3.6182, 0.7567, -2.7056], [-0.2611, 3.2094, 1.0961], [-1.0519, -0.2367, -0.0335], [-0.3633, 0.1121, -0.2888], [-0.6827, -0.5468, 0.5447], [0.1473, -1.2040, -0.4186], [2.0817, -1.2283, 0.8837]], "mulliken_charge": [-0.096, -0.344, -0.427, -0.262, -0.291, -0.179, 0.335, 0.348, 0.351, 0.391, 0.174]}

---

What is the formula in the third record? C26H17GeMnN2S3